Molecular formula: C20H33MgN3O2Si3
Method: DFT, ωB97M-V/def2-TZVPD

Structure (XYZ):
```
62
Properties=species:S:1:pos:R:3:nbo_charge:R:1
Mg 0.800 0.640 0.292 1.770
C -0.604 -4.009 0.903 -1.135
Si 0.166 -2.307 1.112 1.737
C 2.020 -2.558 1.361 -1.131
C -0.488 -1.652 2.752 -1.134
C -0.148 -1.170 -0.319 -2.161
Si -1.923 -0.997 -0.813 1.749
C -3.073 -1.070 0.671 -1.127
C -2.463 -2.372 -1.980 -1.137
C -2.315 0.631 -1.681 -1.138
Si 0.966 -1.432 -1.743 1.715
C 0.538 -0.413 -3.265 -1.132
C 1.238 -3.198 -2.316 -1.149
C 2.707 -0.731 -1.293 -0.151
C 3.914 -1.215 -1.792 -0.245
C 5.105 -0.617 -1.421 -0.138
C 5.084 0.466 -0.552 -0.259
C 3.862 0.911 -0.090 0.060
N 2.711 0.334 -0.453 -0.628
H -0.372 -4.641 1.766 0.235
H -0.239 -4.515 0.004 0.231
H -1.693 -3.939 0.825 0.231
H 2.194 -3.228 2.207 0.240
H 2.526 -1.613 1.586 0.228
H 2.507 -2.996 0.484 0.226
H 0.032 -2.145 3.579 0.235
H -1.554 -1.860 2.863 0.235
H -0.339 -0.577 2.872 0.238
H -3.033 -2.039 1.174 0.229
H -4.104 -0.908 0.343 0.235
H -2.828 -0.299 1.408 0.233
H -2.286 -3.357 -1.537 0.233
H -1.918 -2.332 -2.929 0.223
H -3.530 -2.288 -2.207 0.235
H -1.808 1.473 -1.201 0.242
H -3.392 0.822 -1.641 0.234
H -2.023 0.615 -2.733 0.230
H -0.393 -0.757 -3.724 0.239
H 1.333 -0.502 -4.010 0.237
H 0.417 0.646 -3.022 0.237
H 0.269 -3.646 -2.552 0.249
H 1.703 -3.810 -1.538 0.238
H 1.859 -3.252 -3.215 0.233
H 3.912 -2.067 -2.461 0.226
H 6.049 -0.992 -1.799 0.221
H 5.995 0.951 -0.233 0.228
H 3.784 1.743 0.599 0.213
O 1.140 1.329 2.101 -0.676
N 0.377 2.317 2.399 0.164
N -0.194 2.845 1.390 0.144
O 0.015 2.436 0.151 -0.742
C -1.070 3.967 1.599 0.169
C -1.389 4.391 2.882 -0.239
C -2.232 5.478 3.034 -0.200
C -2.753 6.132 1.924 -0.208
C -2.429 5.688 0.651 -0.199
C -1.584 4.600 0.482 -0.239
H -0.987 3.874 3.741 0.243
H -2.489 5.814 4.031 0.219
H -3.411 6.982 2.054 0.217
H -2.836 6.186 -0.219 0.219
H -1.324 4.235 -0.501 0.250
```

total charge	0
Kohn-Sham gap	8.43	eV
maximum force	0.44	eV/A
multiplicity	1